(1)
103
Properties=species:S:1:pos:R:3:forces:R:3:mulliken_charge:R:1 method="wB97M-V/def2-TZVPD" charge=+3 orbital_gap_ev=9.672 energy_ev=-73773.452 largest_force_ev_per_a=4.98 e_homo_ha=-0.57745
C -6.4485 -2.6793 -1.0829 -0.84 -1.01 0.39 -0.085
C 2.6854 1.7973 4.6045 0.41 -0.94 -1.27 0.841
H -6.3745 -3.7590 -0.9424 0.51 -0.15 -0.18 0.257
F 0.2071 -0.6075 2.3540 -0.12 -0.83 1.11 -0.192
H 5.2975 1.5880 3.7600 0.22 0.49 -0.55 0.429
O -1.4454 0.1975 0.7932 1.57 -0.84 0.51 -0.599
H -4.7378 -4.4582 -2.4507 0.06 0.06 -0.69 0.352
N 3.2899 -4.6812 -1.4255 0.04 2.01 0.47 0.457
H 0.4918 -3.5646 -1.3249 0.23 -0.99 0.15 0.107
H 0.0245 -5.3185 -1.4313 -0.65 -0.12 -0.09 0.446
H 5.3601 -8.1969 -2.0641 0.33 -0.26 0.34 0.343
H 6.6585 -6.9634 -2.1163 0.09 -0.27 -0.19 0.346
O 0.4509 -1.2379 0.0241 -0.50 0.09 1.06 -0.459
H -4.0963 -4.2596 -4.1641 -1.23 0.11 0.80 0.386
C 2.1068 8.3967 4.5058 0.51 -0.47 0.89 -1.358
H -3.7910 -2.3878 -6.1932 -0.39 -0.06 0.37 0.322
H 1.5893 9.3373 4.5976 -0.10 0.44 0.32 0.367
H -0.3209 8.2659 3.3620 -0.30 -0.87 0.26 0.481
H -0.0929 8.3838 0.8830 -0.10 0.41 -0.28 0.447
H -6.8130 -1.3192 -2.7255 0.34 -0.29 -0.09 0.455
H -0.3552 6.9978 -0.1919 -0.59 -0.51 -0.13 0.458
H 1.7151 8.5957 2.4642 0.46 0.03 -0.59 0.318
H 3.8223 0.3055 5.5583 -0.01 -0.90 -0.10 0.409
H -4.4078 -0.9391 -2.5344 -0.25 0.03 -0.06 0.368
H -3.5253 -2.3873 -2.0755 -0.58 0.09 -0.84 0.405
H 2.8867 -3.2232 0.0924 -0.04 -0.29 0.07 0.420
C -0.9749 4.3939 2.6292 0.82 0.06 -0.01 -0.387
S 1.7311 1.8163 -0.1924 -0.39 -2.02 -1.35 1.274
H -3.1547 4.8586 2.4577 0.02 -0.02 0.38 0.379
H 1.8697 7.7939 5.4251 0.10 0.32 -0.99 0.332
C 0.2613 7.3324 3.2437 -0.60 0.05 -1.17 -0.695
H 4.8017 3.2380 3.3536 -0.58 0.09 0.13 0.353
H -2.4828 -0.9262 -4.2508 -0.31 0.50 0.56 0.444
H -2.1156 7.0344 1.0992 -0.72 0.55 -0.03 0.290
N 0.9919 1.1236 0.9681 -1.30 -2.28 1.33 -0.296
H -4.3659 -0.7308 -5.8968 0.63 -1.44 0.98 0.278
F 2.8185 0.5644 -0.7854 -1.43 2.07 0.94 -0.383
H 1.1072 5.0647 2.2813 0.68 -0.19 0.12 0.188
H -8.6197 -2.9899 -0.7377 -0.07 -0.17 -0.18 0.370
H -7.3944 -2.9520 -2.9947 0.12 -0.22 -0.22 0.401
C -3.2177 -1.7178 -4.1790 0.60 -1.70 -0.61 -0.712
C 4.2624 -5.8381 -1.4203 -0.43 -0.85 -0.14 -0.885
H 3.0311 -2.6672 -2.1926 -0.50 0.03 0.06 0.535
H 3.5055 -4.7936 0.7193 0.75 -0.01 0.32 0.285
H 6.0532 -7.8289 -3.6056 0.22 0.38 0.31 0.376
C 4.7252 2.2021 3.0411 1.60 -0.72 1.08 -0.909
H 5.1733 2.1335 2.0753 0.09 -0.24 -0.75 0.338
O 1.5723 2.1411 4.5421 -0.13 0.42 0.18 -0.331
H -2.1102 7.0247 2.9374 -0.35 0.02 -0.40 0.338
O 2.6004 2.7970 0.4162 -0.10 -0.29 -0.70 -0.653
C -4.0532 -1.8915 -2.9257 -0.38 0.57 0.89 -0.651
H 0.1192 6.5692 3.9959 -0.34 0.25 0.53 0.295
H -5.8825 -4.6977 -3.8006 0.87 0.64 0.01 0.338
N -5.3058 -2.6829 -3.3822 0.57 1.38 -0.65 0.223
H -6.3198 -1.4489 -4.7588 0.44 0.28 -0.22 0.445
C 2.8544 -4.3151 0.0203 -0.51 -0.34 -0.60 -0.614
H 1.1946 7.2319 0.5741 0.32 0.03 -0.10 0.401
H 3.3509 0.6787 2.8534 0.04 -1.51 -0.64 0.431
H 1.9074 -6.0732 -2.2488 0.51 0.18 -0.35 0.330
C 5.7945 -7.3822 -2.6361 0.00 -0.44 -0.01 -1.365
H -0.9159 3.3199 2.4613 0.21 0.02 -0.17 0.321
C 3.5447 1.3246 5.7139 0.47 1.04 -0.38 -1.358
N 3.3974 1.6337 3.0878 -1.94 2.63 1.80 0.147
H 4.4860 1.8724 5.7648 -0.06 0.17 -0.06 0.411
H -2.5877 -2.6301 -4.1866 -0.18 0.36 -0.46 0.271
C 1.4420 -4.8720 0.1621 -0.73 1.07 1.40 -0.647
H -0.8180 4.5488 3.7009 -0.60 0.08 0.02 0.327
H -7.7086 -2.4761 0.6685 0.18 -0.62 0.87 0.421
C 1.9994 -4.9893 -2.1285 -0.78 -0.55 -0.83 -0.652
C -1.8277 6.5377 2.0024 0.80 -0.82 0.24 -0.402
H 4.1737 -3.7065 -3.0960 -0.13 0.33 0.31 0.386
C -2.1902 5.0176 1.9886 -0.11 1.20 0.45 -0.680
C 0.1282 7.3447 0.6978 0.92 0.42 1.40 -1.243
H -2.2966 4.6171 0.9864 0.13 0.18 -0.31 0.314
H 5.0197 -5.5479 -3.4983 -0.16 -0.49 0.78 0.213
C -4.9836 -4.1129 -3.4756 0.32 -1.43 0.58 -0.916
C 0.1148 5.1795 1.9003 0.05 -0.34 -0.68 -0.856
H -5.8626 -3.0330 -5.3491 -0.57 -0.17 -0.25 0.341
C 0.8178 -4.6337 -1.2131 0.96 1.16 0.15 -0.328
H 4.6490 -2.9072 -1.5555 -0.35 -0.68 -0.01 0.286
H 1.4214 -5.8949 0.5412 0.24 -0.27 -0.66 0.358
H 3.8866 -6.8938 -3.3294 0.09 0.54 0.43 0.302
C 3.8219 -3.3917 -2.1056 1.07 -1.07 0.09 -1.178
H 2.3399 6.9670 2.8936 0.22 -0.06 -0.25 0.372
H 3.1978 8.6037 4.5432 -0.73 -0.12 -0.20 0.366
C -4.1896 -1.7548 -5.3901 0.48 2.39 -0.59 -0.469
H -5.6074 -2.2375 -0.5186 -0.35 0.19 -0.67 0.347
S -0.0691 -0.2256 0.9054 0.99 3.76 -3.11 0.958
C -6.5660 -2.3825 -2.5816 0.65 0.50 1.00 -0.908
H 3.0281 1.4679 6.6354 -0.44 -0.08 0.62 0.361
O 0.8782 2.0816 -1.3244 1.47 0.24 0.65 -0.598
H 0.0839 4.9588 0.8225 0.27 -0.28 0.40 0.335
C 1.6792 7.7821 3.1704 0.60 -0.10 0.54 -0.325
H 2.0148 -4.4694 -3.1077 -0.15 -0.61 0.56 0.338
H 5.1515 -5.5812 -0.8426 -0.16 0.39 0.04 0.418
H 0.9081 -4.3477 1.0023 0.44 -0.09 -0.96 0.360
H 2.7152 2.1479 2.5061 0.21 -0.43 -0.36 -0.153
C 4.7021 -6.3618 -2.7955 -0.82 0.69 -1.17 -0.035
C -5.5054 -2.1708 -4.8109 -1.07 -1.24 0.09 -0.571
H 3.7297 -6.6486 -0.8549 0.47 0.63 -0.47 0.413
N -0.2559 6.6319 1.9661 -1.55 -0.31 -0.32 0.583
H -8.0565 -1.3302 -0.4714 -0.21 0.17 -0.46 0.369
C -7.7963 -2.3828 -0.3878 0.54 1.22 -0.42 -1.479

***

(2)
114
Properties=species:S:1:pos:R:3:forces:R:3:mulliken_charge:R:1 method="wB97M-V/def2-TZVPD" orbital_gap_ev=7.318 energy_ev=-107130.663 largest_force_ev_per_a=5.28 e_homo_ha=-0.24585
H -0.1766 3.3226 -3.2338 -0.32 -0.79 0.60 0.056
O 1.9741 2.4799 3.8180 0.41 -0.94 -0.77 -0.388
C 1.5535 1.0015 -6.3158 -0.81 -1.67 -1.59 -1.488
C 5.2806 -0.0033 -1.8960 0.52 0.54 0.96 -0.840
H -3.0202 0.0533 -3.2393 0.48 -0.50 -0.29 0.231
H 0.9039 2.7963 -5.3293 0.34 0.21 -0.05 0.037
C -2.3919 0.9410 -3.3137 -2.02 0.81 1.14 -1.265
H -1.5612 -0.5721 5.7471 -0.06 0.52 0.36 0.262
C 3.1928 -1.2341 3.4685 -0.88 1.60 -0.64 -0.508
H -3.0770 -5.7508 -1.8792 0.33 0.39 0.34 0.281
H -6.1485 -1.0258 -0.7213 -0.47 -0.21 1.19 0.370
H -5.4771 0.5821 -0.2737 -0.11 -0.13 0.24 0.361
H 2.5940 4.1689 0.0425 0.52 0.35 -0.64 0.255
P 2.5348 1.9711 2.3876 -0.57 -0.35 -0.28 -1.089
H -0.5245 -3.9942 -2.4493 -0.09 -0.17 0.83 0.224
H -0.0408 5.0397 4.8494 -0.80 -0.90 0.21 0.428
H -1.4050 0.7519 -3.7361 0.02 0.07 0.57 -0.034
O -1.3210 -2.1446 0.9818 -2.66 -2.22 0.18 1.139
C -3.4298 -6.2149 -0.9582 -0.84 -0.24 0.32 -1.319
H -3.3907 2.0063 0.9124 0.32 -0.34 0.23 -0.004
O 1.3973 1.0288 -1.3672 1.31 1.20 -3.11 1.413
H 5.9293 0.8691 -1.8162 0.30 -0.16 0.13 0.327
H 5.0252 4.0416 -0.9625 -0.31 -0.43 -0.09 0.357
H -1.5961 -2.2024 -3.7630 0.42 0.16 -0.54 0.651
H -3.5214 1.7247 -1.4505 -1.12 0.04 -1.33 0.403
H 5.5808 3.1906 0.5142 -0.28 -0.15 -0.01 0.312
F 0.3835 -5.1908 -0.5624 -1.41 -0.65 -0.03 -0.301
H 1.3237 4.3394 5.6868 0.25 0.06 -0.18 0.302
H -4.5327 -4.5940 -0.0655 -0.28 -0.18 0.10 0.253
H 2.8861 -2.1517 2.9664 0.85 -0.18 -0.19 0.247
H -2.0459 -3.9937 5.4687 -0.26 -0.12 0.38 0.392
H -0.1114 0.3719 5.2943 0.30 -0.62 -0.23 0.299
H -3.8291 -5.6574 1.1788 -0.29 -0.48 -0.15 0.248
H -0.8088 5.5667 -3.1413 -0.24 -0.65 -0.66 0.389
H -0.9131 -0.9718 4.2616 0.66 0.51 -0.58 -0.037
O -2.5759 -4.4100 0.2739 3.06 3.86 1.06 -0.234
O -2.7175 2.1308 2.9289 -2.37 2.77 -1.16 -0.522
H -2.0177 3.0621 1.1216 0.25 -0.36 0.35 0.101
C 4.8247 3.8527 0.0921 -1.58 0.64 0.76 -1.378
H 4.6218 0.2635 -4.0114 0.59 -0.08 0.22 0.358
H -3.7738 -4.3433 5.0949 0.10 0.07 -0.26 0.350
O 1.5902 1.1950 1.5187 1.25 1.28 1.40 1.619
C -2.9105 -3.7191 4.8644 0.85 0.37 -1.34 -1.385
H -0.6522 -0.9644 -2.8741 -0.40 -0.10 0.26 -0.320
H -4.7599 -0.5628 -1.3713 0.72 0.44 -0.01 0.047
C 1.2425 -4.4541 0.1024 1.39 1.79 0.36 0.719
O 3.5686 1.4897 -2.8394 -1.67 1.59 0.83 -0.291
C -0.0534 -3.0113 -2.4422 -2.01 1.26 -0.94 -0.843
C -5.2603 -0.4778 -0.4067 0.33 0.13 -1.77 -1.216
H 3.6447 -1.3742 4.4504 -0.27 -0.02 -0.08 0.344
H -2.1337 2.6120 -1.9044 0.28 0.65 -0.43 0.153
F 0.7466 -4.1002 1.3498 0.48 -1.00 -1.59 -0.220
H -2.0773 -4.7718 3.0757 -0.26 -0.42 0.28 0.359
H 2.6678 2.2397 -5.1603 -0.11 1.04 0.15 0.335
H -4.3933 -6.6222 -1.2648 -0.14 -0.26 0.23 0.429
C -2.5294 1.5966 -1.8837 1.68 -0.68 0.86 -0.438
O 3.0103 3.3709 1.7452 0.01 -1.35 2.42 -0.209
H 3.8046 -0.5100 1.5209 -0.62 0.10 -0.02 -0.161
H -0.0128 2.6586 4.6455 0.45 -1.35 -0.39 0.149
O 3.8630 1.1598 2.7455 -0.92 0.63 0.51 -0.357
C 1.6111 1.9763 -5.2044 1.35 -0.10 -0.49 0.080
H 3.5415 -0.5556 -2.9178 -0.11 -0.19 -0.12 0.113
C 0.2288 5.2726 -3.2993 1.69 -0.49 1.61 -1.423
H -4.8532 -1.0104 1.6188 -0.02 -0.50 0.26 0.247
C -3.6764 -5.2166 0.1937 -1.40 -1.10 -1.13 -0.202
C 0.8707 4.4602 4.7028 0.35 0.97 -0.46 -1.591
H 4.8190 -0.1844 -0.9254 -0.57 0.52 -0.01 -0.101
O -1.8257 0.9242 4.4075 -1.08 0.10 0.01 -0.488
P 1.9668 1.6819 -2.6036 -0.12 0.30 0.27 -1.173
O -1.9136 0.9027 -0.8456 1.01 -0.86 0.07 -0.378
C -1.0150 -0.1120 4.9236 -0.31 -0.50 0.28 -0.399
C -1.8955 1.1798 3.0933 3.04 -1.81 -0.17 0.328
C -1.1174 -1.9486 -2.8173 0.18 -1.53 -0.66 -0.339
H -3.6111 3.5770 1.6219 0.03 -0.14 1.01 0.412
O 1.3086 1.2896 -4.0221 -0.51 -1.31 2.46 0.236
O 2.0779 -2.0515 0.0166 0.52 -2.14 0.07 -0.561
H 5.0449 -0.5099 2.6616 0.16 0.56 0.33 0.401
O -3.1589 -3.1874 2.4659 -0.73 0.78 -0.93 -0.339
H 0.2178 3.3358 3.0285 0.12 -0.44 -0.23 -0.041
H 3.0401 2.5176 -0.1121 0.23 -0.19 0.04 -0.324
C 4.2824 0.2418 -2.9758 -1.65 -1.22 -0.50 -0.015
H -1.9933 -2.0463 -2.1759 0.36 0.61 0.70 -0.028
H 0.7272 6.1117 -2.8139 0.65 -0.05 -0.21 0.359
C 1.5985 -3.1374 -0.7497 1.39 3.58 3.63 -0.291
H -2.7859 -7.0558 -0.7005 0.12 0.21 0.10 0.312
O 0.4410 -2.5091 -1.2134 -0.95 -2.58 -2.22 -0.050
H 0.6793 -3.1184 -3.2421 0.69 0.50 0.19 0.391
H -2.9466 1.5702 -4.0097 0.06 0.28 -0.28 0.540
H 2.1722 0.1090 -6.2231 0.39 0.17 0.76 0.328
Pb 0.0528 -0.3483 0.1835 0.11 0.45 -0.70 1.385
H -3.4054 -0.5208 0.7178 -0.43 1.40 0.02 -0.542
H -1.3506 -3.2986 3.4756 -0.03 0.54 -0.21 -0.089
F 2.3149 -5.2903 0.2816 -0.39 0.97 0.34 -0.343
C -2.3317 -3.7706 3.4236 0.92 -1.20 1.48 0.176
C -2.9366 2.7211 1.5986 0.10 -0.43 -0.62 -0.365
P -2.5936 -2.9445 0.9969 -1.03 0.19 -1.39 -0.553
H 4.9098 4.8345 0.5580 0.41 0.03 0.20 0.371
H 0.0806 3.8767 -1.5637 0.26 -0.06 0.04 0.158
O -1.1734 0.6524 2.2598 -1.06 0.27 0.91 0.648
H 0.5894 5.1125 -4.3154 -0.49 0.61 -0.13 0.300
H 2.3251 -3.3604 -1.5310 -0.21 -0.67 -0.46 0.298
O 1.7625 3.2962 -2.6685 1.79 -0.45 0.45 -0.284
C 0.7131 3.1183 3.9747 -0.96 2.28 0.50 0.589
H 1.3501 5.2348 4.1043 1.06 -0.39 -0.02 0.366
H 5.8616 -0.9240 -1.9486 0.13 0.10 -0.96 0.432
C 3.3283 3.4417 0.3890 0.66 0.00 -2.12 0.681
H 2.2171 -0.7488 3.4900 -0.32 0.08 0.89 -0.165
C 0.4768 3.8990 -2.5789 -2.05 0.18 -1.16 0.248
H 1.8597 1.3585 -7.2991 -0.19 0.67 0.11 0.376
C 3.9852 -0.2718 2.5691 0.93 -1.71 -1.03 0.056
C -4.3582 -1.0455 0.6483 0.14 2.30 0.66 0.852
O -3.9171 -2.2840 0.2691 2.04 -4.11 0.36 -0.555
H 0.5627 0.5610 -6.4274 -0.29 0.26 -0.05 0.319
H -3.1127 -2.6616 5.0344 -0.29 -0.06 0.33 0.284